P | Density functional theory data (the ωB97M-V functional and the def2-TZVPD basis) for a cluster of 2 separate species, C6H9N3 in total.

HOMO-LUMO gap (alpha / beta): 7.8 / 7.0 eV

```
18
Properties=species:S:1:pos:R:3:nbo_charge:R:1
C -2.43 -1.35 0.23 -0.30
C -1.03 -1.44 0.56 -0.44
C -2.62 -0.13 -0.30 -0.10
C -0.46 -0.20 0.34 0.06
C 2.25 0.45 0.47 0.53
C 2.51 -0.63 -0.51 -0.72
N 2.56 1.22 1.37 -0.63
N -1.47 0.60 -0.13 -0.27
N -1.37 1.95 -0.55 -0.64
H -3.20 -2.19 0.27 0.22
H -0.48 -2.28 1.10 0.21
H -3.49 0.42 -0.65 0.21
H 1.85 -0.43 -1.37 0.27
H 2.17 -1.45 0.14 0.28
H 3.43 -0.63 -0.93 0.22
H 3.50 1.59 1.42 0.38
H -1.02 2.08 -1.53 0.35
H -0.68 2.43 0.08 0.37
```

=====

Q | Density functional theory data (the ωB97M-V functional and the def2-TZVPD basis) for an isolated molecule of C6H9N3.

SMILES: C=CCCn1cnnc1
HOMO-LUMO gap: 10.3 eV

```
18
Properties=species:S:1:pos:R:3:nbo_charge:R:1
C -1.37 1.42 -0.94 -0.38
C -1.93 0.38 -0.25 -0.19
C -1.23 -0.99 0.04 -0.45
C -0.06 -0.83 1.02 -0.19
N 1.01 -0.26 0.32 -0.38
C 1.84 -0.88 -0.63 0.11
N 2.81 -0.07 -0.92 -0.26
N 2.55 1.12 -0.36 -0.29
C 1.50 0.98 0.42 0.15
H -1.93 2.29 -1.04 0.19
H -0.33 1.62 -1.10 0.20
H -2.99 0.54 0.03 0.21
H -0.79 -1.55 -0.79 0.22
H -1.99 -1.63 0.47 0.21
H -0.32 -0.12 1.97 0.21
H 0.06 -1.81 1.41 0.21
H 1.94 -1.97 -0.76 0.21
H 1.23 1.76 1.10 0.22
```

=====

R | Density functional theory data (the ωB97M-V functional and the def2-TZVPD basis) for a structure of composition C6H9N3.

HOMO-LUMO gap: 7.9 eV

```
18
Properties=species:S:1:pos:R:3:nbo_charge:R:1
C 3.61 0.44 -0.10 -0.42
C 1.69 -1.00 0.01 0.12
C 0.15 -1.27 0.34 -0.33
C -0.87 -0.43 -0.04 0.08
C -2.22 -0.69 -0.03 -0.01
C -3.50 -0.62 -0.19 -0.21
H 4.20 -0.50 -0.88 0.19
H 3.93 1.72 -0.57 0.25
H 3.77 0.18 1.49 0.20
H 2.26 -1.99 -0.28 0.16
H -0.15 -2.28 0.09 0.20
H 0.41 1.00 -0.30 0.41
H -2.61 1.60 -0.29 0.37
H -1.65 1.75 1.20 0.34
H -4.54 -0.77 0.06 0.25
N 2.19 0.16 0.02 -0.54
N -0.53 0.86 -0.26 -0.42
N -1.48 1.94 0.16 -0.64
```

=====

S | Density functional theory data (the ωB97M-V functional and the def2-TZVPD basis) for an isolated molecule of C6H9N3.

HOMO-LUMO gap: 7.5 eV

```
18
Properties=species:S:1:pos:R:3:nbo_charge:R:1
C -0.62 2.29 -1.10 0.27
C -0.43 0.80 -0.98 -0.16
C 0.13 1.51 -2.12 -0.63
C 0.43 0.17 0.17 -0.05
C 0.37 1.02 1.40 -0.61
C -0.03 -2.24 1.04 -0.41
N -1.45 -0.13 -1.26 -0.21
N -1.42 -1.09 -0.50 0.05
N -0.43 -1.04 0.41 -0.26
H -0.25 1.34 -3.13 0.29
H 1.08 1.76 -2.33 0.26
H 1.37 -0.35 -0.23 0.21
H 0.66 0.57 2.28 0.21
H -0.73 1.27 1.59 0.23
H 1.04 1.75 1.27 0.21
H -0.03 -2.10 2.08 0.20
H -0.61 -2.91 0.58 0.23
H 0.93 -2.60 0.81 0.18
```

=====

Result of the stability comparison: Q is the most stable of them.

=====

P | Density functional theory data (the ωB97M-V functional and the def2-TZVPD basis) for a structure of composition C28H21CoF3INOPS.

Multiplicity: 2
HOMO-LUMO gap (alpha / beta): 6.7 / 7.5 eV
Total charge: +1

```
58
Properties=species:S:1:pos:R:3:nbo_charge:R:1
Co -0.61 -2.16 -0.16 0.87
F 2.24 -3.78 4.05 -0.31
C 2.66 -2.58 3.61 0.98
F 1.87 -1.66 4.17 -0.31
F 3.89 -2.40 4.12 -0.32
C 2.67 -2.50 2.11 -0.22
C 3.87 -2.45 1.41 -0.09
C 3.85 -2.40 0.02 -0.30
C 2.62 -2.38 -0.62 0.07
N 1.47 -2.42 0.04 -0.59
C 1.47 -2.48 1.39 0.10
S -0.11 -2.51 2.06 -0.26
H 4.80 -2.45 1.95 0.25
H 4.77 -2.37 -0.54 0.24
H 2.56 -2.33 -1.70 0.22
I -3.03 -2.09 -1.08 0.27
C -3.94 -0.18 -0.62 -0.08
C -5.31 -0.28 -0.54 -0.23
C -6.11 0.86 -0.42 -0.19
C -5.51 2.09 -0.44 -0.15
C -4.10 2.21 -0.48 -0.05
C -3.56 3.51 -0.46 -0.13
C -2.21 3.70 -0.45 -0.21
C -1.37 2.59 -0.43 -0.16
C -1.85 1.30 -0.46 -0.27
P -0.44 0.11 -0.36 0.97
C 0.46 0.55 -1.89 -0.40
C 0.13 -0.17 -3.03 -0.14
C 0.77 0.09 -4.23 -0.22
C 1.76 1.05 -4.29 -0.18
C 2.09 1.78 -3.16 -0.19
C 1.44 1.54 -1.96 -0.21
C 0.57 0.76 1.00 -0.38
C 1.96 0.59 0.97 -0.24
C 2.73 0.95 2.06 -0.15
C 2.13 1.43 3.21 -0.19
C 0.75 1.56 3.27 -0.20
C -0.03 1.23 2.17 -0.18
C -3.25 1.05 -0.52 -0.13
H -5.78 -1.25 -0.59 0.23
H -7.18 0.76 -0.36 0.24
H -6.10 2.99 -0.43 0.23
H -4.23 4.34 -0.44 0.23
H -1.78 4.69 -0.44 0.23
H -0.30 2.76 -0.38 0.22
H -0.63 -0.94 -2.98 0.20
H 0.49 -0.47 -5.11 0.23
H 2.28 1.24 -5.22 0.23
H 2.85 2.54 -3.20 0.23
H 1.71 2.11 -1.09 0.23
H 2.42 0.19 0.08 0.22
H 3.80 0.83 2.01 0.22
H 2.73 1.71 4.06 0.23
H 0.28 1.90 4.17 0.23
H -1.10 1.33 2.22 0.22
O -0.54 -4.34 -0.80 -0.95
H 0.25 -4.87 -0.67 0.52
H -1.29 -4.89 -0.58 0.51
```

=====

Q | Density functional theory data (the ωB97M-V functional and the def2-TZVPD basis) for a structure of composition C28H21CoF3INOPS.

Multiplicity: 2
HOMO-LUMO gap (alpha / beta): 7.8 / 8.3 eV
Total charge: +1

```
58
Properties=species:S:1:pos:R:3:nbo_charge:R:1
Co 0.64 1.62 0.73 0.81
F 4.56 -0.03 3.58 -0.31
C 5.07 0.98 2.87 0.98
F 4.92 2.10 3.58 -0.31
F 6.39 0.76 2.74 -0.31
C 4.41 1.09 1.52 -0.21
C 5.15 1.04 0.35 -0.08
C 4.52 1.16 -0.89 -0.27
C 3.16 1.33 -0.92 0.07
N 2.45 1.38 0.22 -0.51
C 3.03 1.27 1.42 0.12
S 1.80 1.42 2.65 -0.22
H 6.22 0.90 0.41 0.25
H 5.09 1.11 -1.81 0.24
H 2.61 1.41 -1.84 0.22
I -0.41 3.12 -1.19 0.26
C -2.39 2.57 -0.78 -0.17
C -3.21 3.67 -0.74 -0.24
C -4.61 3.53 -0.63 -0.21
C -5.14 2.29 -0.63 -0.14
C -4.32 1.13 -0.68 -0.08
C -4.96 -0.13 -0.75 -0.13
C -4.24 -1.28 -0.83 -0.21
C -2.84 -1.20 -0.74 -0.15
C -2.16 -0.01 -0.63 -0.37
P -0.37 -0.22 -0.28 0.89
C 0.26 -1.07 -1.76 -0.39
C 0.32 -2.46 -1.85 -0.19
C 0.74 -3.07 -3.02 -0.20
C 1.09 -2.30 -4.12 -0.18
C 1.04 -0.91 -4.04 -0.21
C 0.63 -0.30 -2.86 -0.15
C -0.27 -1.43 1.07 -0.36
C 0.99 -2.00 1.31 -0.23
C 1.20 -2.78 2.44 -0.13
C 0.17 -2.97 3.35 -0.21
C -1.07 -2.39 3.13 -0.20
C -1.29 -1.62 2.00 -0.22
C -2.89 1.23 -0.69 0.02
H -2.79 4.66 -0.82 0.23
H -5.23 4.41 -0.58 0.24
H -6.21 2.15 -0.60 0.23
H -6.04 -0.15 -0.76 0.23
H -4.73 -2.24 -0.92 0.23
H -2.28 -2.13 -0.72 0.23
H 0.06 -3.08 -1.00 0.23
H 0.79 -4.15 -3.08 0.23
H 1.41 -2.77 -5.04 0.23
H 1.31 -0.31 -4.89 0.22
H 0.58 0.78 -2.82 0.20
H 1.80 -1.84 0.61 0.22
H 2.17 -3.22 2.61 0.22
H 0.34 -3.57 4.24 0.23
H -1.87 -2.54 3.84 0.23
H -2.26 -1.17 1.84 0.22
O -1.03 1.88 1.81 -0.91
H -0.86 1.57 2.71 0.52
H -1.45 2.75 1.88 0.52
```

=====

Result of the stability comparison: Q is the most stable of them.

=====

P | Density functional theory data (the ωB97M-V functional and the def2-TZVPD basis) for a cluster of 2 separate species, O2S2 in total.

HOMO-LUMO gap (alpha / beta): 7.4 / 7.4 eV

```
4
Properties=species:S:1:pos:R:3:nbo_charge:R:1
O 0.25 0.46 0.08 -0.84
O -1.84 -0.80 -0.02 -0.81
S 2.78 -0.13 -0.02 -0.02
S -1.18 0.47 -0.05 1.67
```

=====

Q | Density functional theory data (the ωB97M-V functional and the def2-TZVPD basis) for an isolated molecule of O2S2.

HOMO-LUMO gap (alpha / beta): 8.1 / 8.1 eV

```
4
Properties=species:S:1:pos:R:3:nbo_charge:R:1
O 1.70 0.65 0.00 -0.82
O -1.70 0.65 0.00 -0.82
S 1.02 -0.65 0.00 0.82
S -1.02 -0.65 0.00 0.82
```

=====

Result of the stability comparison: Q is the most stable of them.